No. 1
This record from the Open Molecules 2025 dataset describes one molecule with the formula C19H26N6O at a distorted geometry. The level of theory is ωB97M-V/def2-TZVPD.

Summary:
HOMO energy   -7.531 eV
Frontier orbital gap   8.35 eV
Multiplicity   1

Geometry (Å):
C: -1.331 1.164 4.332
H: -1.619 0.876 5.342
H: -0.594 1.961 4.395
H: -0.872 0.310 3.841
C: -2.548 1.625 3.539
C: -2.174 1.957 2.089
N: -1.773 0.754 1.403
C: -0.772 0.744 0.484
N: 0.082 1.766 0.477
C: 1.061 1.607 -0.416
N: 2.088 2.458 -0.698
C: 2.803 1.849 -1.694
N: 2.329 0.697 -2.059
C: 1.220 0.509 -1.269
C: 0.235 -0.494 -1.185
N: -0.743 -0.347 -0.295
N: 0.234 -1.556 -2.011
H: 1.047 -1.674 -2.593
C: -0.760 -2.602 -1.962
C: -0.256 -3.845 -1.270
C: -0.159 -5.054 -1.943
C: 0.303 -6.185 -1.289
C: 0.680 -6.111 0.039
C: 0.594 -4.905 0.715
C: 0.127 -3.778 0.065
H: 0.049 -2.835 0.585
H: 0.887 -4.846 1.753
H: 1.042 -6.994 0.549
H: 0.368 -7.123 -1.821
H: -0.453 -5.116 -2.980
H: -1.603 -2.186 -1.406
H: -1.076 -2.841 -2.983
H: 3.678 2.294 -2.126
C: 2.276 3.762 -0.104
C: 3.724 3.960 0.334
H: 3.817 4.889 0.892
H: 4.386 4.009 -0.528
H: 4.044 3.138 0.971
C: 1.834 4.851 -1.083
H: 1.921 5.829 -0.618
H: 0.796 4.694 -1.373
H: 2.451 4.831 -1.978
H: 1.616 3.775 0.773
H: -2.502 0.078 1.225
H: -1.309 2.627 2.071
C: -3.332 2.646 1.339
O: -4.487 1.846 1.249
H: -4.825 1.692 2.138
H: -3.026 2.833 0.308
H: -3.561 3.609 1.818
H: -2.980 2.513 4.010
H: -3.297 0.830 3.546

No. 2
This record from the Open Molecules 2025 dataset describes C19H26N6O6P2SZn as an isolated structure at a distorted geometry. The level of theory is ωB97M-V/def2-TZVPD.

Summary:
HOMO energy   -7.199 eV
Frontier orbital gap   7.30 eV
Multiplicity   1

Geometry (Å):
Zn: -17.408 3.046 -3.714
N: -18.654 3.495 -2.019
C: -19.043 4.841 -2.048
C: -18.883 5.657 -0.907
C: -19.311 6.994 -0.865
C: -19.762 7.599 -2.022
C: -19.932 6.780 -3.175
C: -19.598 5.435 -3.239
C: -19.621 4.739 -4.583
C: -20.756 4.953 -5.399
C: -20.968 4.262 -6.567
C: -20.189 3.151 -6.864
C: -19.026 2.915 -6.066
C: -18.755 3.715 -4.989
H: -19.336 2.735 -2.235
H: -18.169 3.225 -1.167
H: -18.347 5.123 -0.095
H: -19.380 7.388 0.139
H: -19.953 8.644 -2.177
H: -20.381 7.168 -4.059
H: -21.455 5.746 -5.153
H: -21.705 4.506 -7.262
H: -20.390 2.427 -7.677
H: -18.392 2.081 -6.316
N: -16.268 -1.046 -3.839
C: -15.884 -0.116 -2.753
C: -15.264 -0.933 -1.544
P: -14.733 1.133 -3.517
O: -13.630 1.556 -2.418
O: -14.094 0.343 -4.640
O: -15.647 2.330 -3.915
P: -17.539 0.554 -2.275
O: -18.346 -0.810 -2.018
O: -17.468 1.422 -1.057
O: -18.137 1.094 -3.583
H: -15.584 -1.038 -4.595
H: -17.229 -0.844 -4.211
H: -16.435 -1.999 -3.489
H: -14.230 -1.225 -1.705
H: -15.849 -1.881 -1.359
H: -15.242 -0.242 -0.699
H: -13.944 2.013 -1.602
H: -18.495 -1.000 -1.059
C: -12.111 0.593 1.074
C: -13.348 0.831 1.914
C: -14.079 2.096 1.453
N: -13.895 2.625 0.281
N: -14.509 3.859 0.144
C: -15.094 4.262 1.253
N: -15.632 5.496 1.345
S: -15.277 2.998 2.410
H: -11.581 -0.324 1.428
H: -11.398 1.442 1.134
H: -12.223 0.562 -0.029
H: -13.051 0.820 2.986
H: -14.143 0.030 1.851
H: -15.244 6.166 0.678
H: -16.111 5.790 2.195
N: -15.025 5.406 -3.311
C: -15.995 4.740 -3.403
H: -14.115 5.856 -3.526

No. 3
This record from the Open Molecules 2025 dataset describes C19H26N8OPd as an isolated structure. The level of theory is ωB97M-V/def2-TZVPD.

Summary:
HOMO energy   -5.689 eV
Frontier orbital gap   5.96 eV
Multiplicity   1

Geometry (Å):
Pd: 2.186 -0.834 -0.156
N: 0.138 -1.559 2.060
C: -1.305 -1.730 2.123
C: -1.705 -3.122 1.641
C: -1.713 -3.340 0.129
N: -0.415 -3.104 -0.499
H: 0.635 -2.383 2.377
H: 0.478 -0.764 2.584
H: -1.775 -0.981 1.474
H: -1.716 -1.574 3.129
H: -2.711 -3.343 2.009
H: -1.040 -3.858 2.106
H: -2.448 -2.654 -0.315
H: -2.091 -4.354 -0.054
H: -0.312 -3.631 -1.355
H: 0.374 -3.303 0.105
N: -3.632 3.092 -1.194
C: -4.360 4.263 -1.254
C: -5.723 4.517 -1.376
C: -6.103 5.844 -1.402
C: -5.160 6.881 -1.310
C: -3.811 6.617 -1.190
C: -3.408 5.283 -1.160
N: -2.137 4.742 -1.048
C: -2.313 3.450 -1.069
C: -1.230 2.462 -0.963
C: -1.452 1.095 -1.072
C: -0.388 0.219 -0.952
N: 0.865 0.640 -0.734
C: 1.081 1.957 -0.636
C: 0.071 2.896 -0.741
H: -3.996 2.158 -1.207
H: -6.452 3.720 -1.446
H: -7.153 6.091 -1.494
H: -5.504 7.907 -1.336
H: -3.080 7.411 -1.120
H: -2.436 0.683 -1.257
H: -0.507 -0.863 -1.006
H: 2.104 2.259 -0.471
H: 0.280 3.952 -0.651
C: 6.887 -3.553 0.500
N: 5.504 -3.280 0.805
C: 4.564 -4.270 1.291
C: 3.229 -3.556 1.096
O: 2.155 -4.008 1.432
N: 3.469 -2.352 0.484
C: 4.780 -2.254 0.296
N: 5.303 -1.211 -0.338
H: 7.296 -4.219 1.259
H: 7.473 -2.635 0.531
H: 7.013 -4.024 -0.480
H: 4.725 -4.515 2.341
H: 4.587 -5.189 0.701
H: 4.598 -0.538 -0.657
H: 6.284 -1.138 -0.531